1.
{"formula": "H7N3O", "method": "the ωB97M-V functional and the def2-TZVPD basis", "homo_ev": -8.225, "charge": 0, "smiles": "NN.NO", "e_above_lowest_ev": 0.495, "orbital_gap_ev": 8.82, "species": ["N", "N", "H", "H", "H", "H", "N", "O", "H", "H", "H"], "positions_angstrom": [[-2.19536, 0.33256, -0.55658], [-1.27242, -0.53001, 0.14961], [-3.05346, -0.12619, -0.82274], [-2.49556, 1.13151, -0.02093], [-1.65310, -1.01076, 0.94881], [-0.40673, 0.06510, 0.36535], [2.16755, -0.43715, -0.59428], [1.51706, 0.71022, 0.01580], [3.16004, -0.09507, -0.66601], [2.28461, -0.98776, 0.29737], [1.94736, 0.94754, 0.88361]], "mulliken_charge": [-0.455, -0.384, 0.219, 0.193, 0.188, 0.269, -0.415, -0.456, 0.269, 0.253, 0.319]}

2.
{"formula": "C2H15NO5", "method": "the ωB97M-V functional and the def2-TZVPD basis", "homo_ev": -8.499, "charge": 0, "e_above_lowest_ev": 6.365, "orbital_gap_ev": 3.94, "species": ["C", "C", "N", "H", "H", "H", "H", "H", "H", "H", "O", "H", "H", "O", "H", "H", "O", "H", "H", "O", "H", "H", "O"], "positions_angstrom": [[-2.09129, -1.31532, -0.39613], [-0.75909, -1.21068, -0.94225], [0.40703, -1.27691, -0.03184], [-2.45064, -2.05013, 0.32673], [-2.87251, -0.74805, -0.90603], [-0.70638, -2.03610, -1.69173], [0.54019, -0.33907, 0.38651], [0.18173, -1.85835, 0.78163], [0.73170, 1.87851, -0.82400], [-0.75172, 1.85204, -0.94802], [0.03410, 1.84041, -1.49407], [-1.35975, 1.00958, 1.63636], [-1.76158, 0.34546, 0.31363], [-1.59391, 1.22156, 0.70301], [-0.61315, -0.29056, -1.52431], [2.73570, 1.17614, 0.58256], [1.79388, 1.01283, 0.48439], [1.95148, -1.48294, -1.69295], [2.39389, -0.48949, -0.68973], [2.51969, -0.71301, -1.63045], [0.74720, 1.35823, 1.73125], [0.69968, 1.14419, 3.32134], [0.22375, 0.97165, 2.50410]], "mulliken_charge": [-0.298, -0.443, -0.447, 0.311, 0.330, 0.428, 0.330, 0.278, 0.363, 0.350, -0.712, 0.418, 0.240, -0.617, 0.363, 0.131, -0.931, 0.286, 0.345, -0.638, 0.366, 0.263, -0.715]}

3.
{"formula": "C2H6OS2", "method": "the ωB97M-V functional and the def2-TZVPD basis", "homo_ev": -9.308, "charge": 0, "smiles": "C=CO.SS", "e_above_lowest_ev": 0.926, "orbital_gap_ev": 9.58, "species": ["C", "C", "O", "H", "H", "H", "H", "S", "S", "H", "H"], "positions_angstrom": [[-0.53024, 1.28728, 0.52886], [-0.64199, 2.56635, 0.86407], [0.44478, 3.40335, 0.99931], [-1.36773, 0.62996, 0.67947], [0.45360, 0.84390, 0.66759], [-1.55568, 3.04890, 1.20159], [0.94327, 3.41747, 0.17454], [1.50879, -4.01624, -0.82923], [-0.53544, -4.07598, -1.21781], [1.62316, -2.70589, -0.56404], [-0.34252, -4.39909, -2.50435]], "mulliken_charge": [-0.655, 0.020, -0.526, 0.270, 0.247, 0.320, 0.324, -0.167, -0.165, 0.160, 0.172]}

4.
{"formula": "C8H11NO3", "method": "the ωB97M-V functional and the def2-TZVPD basis", "homo_ev": -8.829, "charge": 0, "smiles": "CO[C@@H]1N=C(C)C(C)=C(O)C1=O", "e_above_lowest_ev": 2.542, "orbital_gap_ev": 8.24, "species": ["C", "O", "C", "N", "C", "C", "C", "C", "C", "O", "C", "O", "H", "H", "H", "H", "H", "H", "H", "H", "H", "H", "H"], "positions_angstrom": [[-3.21108, 1.40143, -0.52880], [-1.96561, 0.82254, -0.69464], [-1.31282, 0.48527, 0.54341], [-0.05112, 1.20645, 0.65897], [1.02490, 0.63457, 0.26669], [2.23386, 1.47750, 0.12897], [1.23577, -0.77314, -0.01106], [2.58990, -1.26423, -0.39266], [0.12256, -1.60144, 0.12876], [0.13547, -2.91147, -0.10147], [-1.25176, -1.02373, 0.48995], [-2.22674, -1.73483, 0.57333], [-4.03860, 0.61223, -0.27046], [-3.42671, 1.99989, -1.54111], [-3.30857, 2.07124, 0.39270], [-1.98003, 0.75510, 1.50959], [1.84971, 2.47431, 0.25610], [2.49158, 1.59245, -0.87373], [3.03961, 1.19377, 0.78010], [2.62025, -1.75607, -1.35601], [2.95681, -2.00901, 0.41141], [3.25746, -0.49172, -0.41912], [-0.78484, -3.16111, 0.04907]], "mulliken_charge": [-0.652, -0.308, -0.072, -0.645, 1.138, -1.807, 0.443, -1.764, 0.081, -0.603, 0.754, -0.614, 0.234, 0.214, 0.312, 0.474, 0.445, 0.492, 0.419, 0.343, 0.283, 0.482, 0.351]}

5.
{"formula": "C40H51N2O2RbSe", "method": "the ωB97M-V functional and the def2-TZVPD basis", "homo_ev": -1.287, "charge": -2, "orbital_gap_ev": 5.10, "species": ["Rb", "C", "C", "C", "C", "C", "C", "C", "Se", "C", "C", "C", "C", "C", "C", "O", "C", "C", "C", "C", "C", "C", "C", "C", "C", "O", "C", "C", "C", "C", "C", "C", "H", "H", "H", "H", "H", "H", "H", "H", "H", "H", "H", "H", "H", "H", "H", "H", "H", "H", "H", "H", "H", "H", "H", "H", "H", "H", "H", "H", "H", "H", "H", "H", "H", "H", "H", "H", "H", "H", "H", "H", "C", "N", "C", "C", "C", "C", "C", "N", "C", "C", "C", "C", "C", "C", "H", "H", "H", "H", "H", "H", "H", "H", "H", "H", "H"], "positions_angstrom": [[-1.40796, 1.23770, 2.55507], [5.39925, -3.15728, -0.19831], [5.66046, -1.66033, -0.22847], [5.71056, -1.23315, -1.67096], [7.01269, -1.28818, 0.39462], [4.51261, -1.01061, 0.47451], [3.34436, -1.62179, 1.03927], [2.32582, -0.86122, 1.53556], [0.68539, -1.79167, 2.16342], [0.00969, -2.22005, 0.52199], [0.58681, -3.11396, -0.35712], [0.04575, -3.49262, -1.61090], [-0.96979, -2.63168, -2.07583], [-1.64146, -1.68419, -1.25141], [-1.09090, -1.46728, 0.05216], [-1.69494, -0.74811, 0.87372], [-2.94367, -0.95874, -1.57117], [-3.19564, -1.26385, -3.12330], [-2.72603, 0.53434, -1.43523], [-4.15104, -1.46885, -0.81152], [0.53895, -4.69580, -2.31575], [0.02130, -5.86040, -1.52951], [2.11051, -4.86541, -2.30209], [0.00771, -4.77756, -3.75199], [2.34144, 0.57623, 1.48168], [1.27577, 1.19798, 1.82661], [3.48006, 1.21162, 0.88961], [4.49499, 0.37990, 0.45972], [3.45063, 2.73327, 0.72778], [3.26409, 3.39128, 2.02748], [4.85602, 3.19254, 0.19702], [2.30395, 3.04450, -0.25535], [5.02324, -3.47004, 0.76768], [6.27840, -3.76880, -0.49444], [4.58843, -3.40751, -0.96188], [6.32889, -1.98503, -2.25471], [6.20114, -0.28733, -1.98193], [4.72462, -1.23788, -2.02917], [7.65086, -2.13104, 0.11203], [6.95988, -1.37541, 1.53466], [7.25523, -0.32202, 0.03416], [3.31870, -2.73840, 1.14488], [1.45752, -3.70311, -0.00582], [-1.41169, -2.88999, -3.03175], [-2.36652, -0.91828, -3.73294], [-4.09680, -0.71293, -3.48452], [-3.47731, -2.30580, -3.42598], [-1.72634, 0.83901, -1.90292], [-2.77878, 0.90097, -0.38192], [-3.58954, 0.94451, -1.93275], [-4.50488, -2.45848, -1.10821], [-5.01803, -0.82418, -0.87846], [-3.91915, -1.58902, 0.26273], [0.14029, -5.78214, -0.40170], [0.62764, -6.74801, -1.78464], [-0.96589, -6.17836, -1.73206], [2.30566, -5.28875, -1.23611], [2.62602, -3.94253, -2.52652], [2.48314, -5.64078, -2.97782], [-1.07138, -4.76557, -3.80439], [0.38377, -5.72350, -4.13995], [0.45670, -3.95697, -4.32855], [5.37571, 0.75571, -0.08077], [4.07562, 3.12217, 2.76808], [2.31287, 3.00993, 2.37803], [3.28840, 4.43992, 1.90901], [5.60979, 3.02393, 0.98426], [4.87200, 4.34513, 0.05113], [5.18596, 2.79284, -0.75604], [1.54231, 2.33362, 0.05373], [2.64349, 2.84707, -1.35867], [1.81286, 4.02125, -0.13115], [-5.26377, 2.38933, 2.75011], [-3.93819, 2.97809, 2.54074], [-3.83896, 4.20512, 2.91005], [-2.57748, 4.79428, 3.25328], [-2.34874, 6.17411, 3.58064], [-1.08597, 6.22239, 4.19405], [-0.55773, 4.93250, 4.10906], [-1.39850, 4.04500, 3.56736], [-5.91361, 2.12179, 1.30965], [-5.42896, 2.69237, 0.15083], [-6.17391, 2.56026, -1.02275], [-7.38848, 1.84070, -0.99626], [-7.83040, 1.16661, 0.12127], [-7.05362, 1.27445, 1.26255], [-5.97770, 3.05961, 3.37532], [-5.06273, 1.39190, 3.23232], [-4.68441, 4.93393, 2.81665], [-2.92961, 7.07425, 3.46590], [-0.65552, 7.10464, 4.65689], [0.48536, 4.68107, 4.27053], [-4.58330, 3.36446, 0.16709], [-5.87297, 3.09914, -1.88919], [-7.92995, 1.72258, -1.92164], [-8.75574, 0.60831, 0.10307], [-7.45529, 0.71227, 2.12654]], "mulliken_charge": [0.663, -1.700, 2.555, -1.703, -1.840, -0.306, 0.034, -1.339, 0.055, -0.761, -0.291, -0.583, -0.076, -0.941, 1.057, -1.131, 2.753, -2.018, -1.244, -1.577, 2.929, -1.839, -1.617, -2.455, 1.256, -0.637, -0.280, 0.105, 2.195, -1.886, -2.034, -1.366, 0.454, 0.428, 0.119, 0.396, 0.363, 0.378, 0.495, 0.270, 0.391, -0.130, 0.075, 0.443, 0.414, 0.400, 0.277, 0.276, 0.015, 0.424, 0.345, 0.303, 0.268, 0.288, 0.408, 0.423, 0.348, 0.351, 0.382, 0.404, 0.535, 0.391, -0.179, 0.262, 0.357, 0.546, 0.349, 0.365, 0.350, 0.252, 0.240, 0.355, -0.864, 0.093, -0.193, -0.182, -0.707, -0.509, -0.559, -0.038, 0.689, -0.181, -0.755, -0.342, -0.588, -0.391, 0.295, 0.277, 0.235, 0.363, 0.363, 0.395, 0.366, 0.422, 0.315, 0.397, 0.289]}

6.
{"formula": "C6H13NO", "method": "the ωB97M-V functional and the def2-TZVPD basis", "homo_ev": -7.630, "charge": 0, "e_above_lowest_ev": 6.063, "orbital_gap_ev": 5.92, "species": ["C", "N", "C", "O", "C", "C", "C", "C", "H", "H", "H", "H", "H", "H", "H", "H", "H", "H", "H", "H", "H"], "positions_angstrom": [[-1.19117, 1.11116, -0.71770], [-2.03116, 0.51229, 0.20025], [-2.16702, -0.91630, 0.11283], [-1.06731, -1.80451, 0.37679], [0.50491, 1.31322, -0.33489], [1.29479, 0.16413, -0.02709], [1.67524, -0.14122, 1.37748], [2.45976, -0.11594, -0.95207], [-1.21801, 0.60005, -1.68876], [-1.60666, 2.10292, -0.99303], [-2.88613, -1.23331, 0.88050], [-2.50042, -1.17845, -0.89172], [0.74067, 1.97562, -1.16478], [0.34958, 1.87138, 0.58254], [-0.24480, -1.33930, 0.11179], [2.58352, 0.25914, 1.85179], [1.61489, -1.18606, 1.67119], [0.90388, 0.17259, 2.10433], [2.94113, -1.07036, -0.74433], [2.09776, -0.24076, -1.98826], [3.22356, 0.66540, -0.98052]], "mulliken_charge": [-0.650, -0.530, -0.302, -0.538, -0.476, 0.710, -1.297, -1.644, 0.381, 0.407, 0.271, 0.341, 0.367, 0.323, 0.363, 0.363, 0.362, 0.417, 0.403, 0.383, 0.345]}